# C4H5BrFN

A single C4H5BrFN molecule in a non-equilibrium geometry (the ωB97M-V functional and the def2-TZVPD basis, OMol25).

XYZ file:
```
12
Properties=species:S:1:pos:R:3:forces:R:3:mulliken_charge:R:1
C 1.2248 -1.0810 2.2703 -0.3 1.2 1.3 -0.285
C 0.0713 0.3506 -0.2363 0.6 -1.5 -1.8 0.892
C 1.1691 -0.4291 -0.0587 -1.1 0.7 3.0 -0.152
C -0.5255 0.6097 -1.5653 -1.6 1.8 -1.8 -0.975
N 1.7596 -0.6242 1.2377 1.3 0.6 -1.3 -0.407
F -0.6972 0.8023 0.7553 0.4 0.1 0.8 -0.235
Br 2.2767 -1.1602 -1.3541 0.0 0.0 -0.6 -0.132
H 1.8095 -0.9904 3.2676 -1.0 -0.6 -1.7 0.237
H 0.1526 -1.2829 2.2531 0.0 -0.6 0.5 0.273
H -1.6236 0.2645 -1.6644 1.7 0.3 0.5 0.246
H 0.0451 0.0743 -2.3476 -0.3 0.5 0.4 0.298
H -0.6118 1.7653 -1.8615 0.5 -2.4 0.8 0.241
```
Forces are in eV/Å.

Computed properties:
LUMO = 0.6843 eV
DFT total energy = -78476.9908 eV
total charge = 0
Kohn-Sham gap = 9.375 eV
HOMO level = -8.7 eV
SMILES string = C=N/C(Br)=C(/C)F


# C2HN3O2

A single C2HN3O2 molecule in a non-equilibrium geometry (the ωB97M-V functional and the def2-TZVPD basis, OMol25).

XYZ file:
```
8
Properties=species:S:1:pos:R:3:forces:R:3:mulliken_charge:R:1
C -0.9452 -1.3541 0.9861 3.6 -2.0 1.4 0.222
C 0.9236 1.5455 -1.4831 -0.1 0.1 -0.5 0.633
N 1.0617 1.2628 -0.3025 0.3 0.6 -1.0 -0.097
N 0.5901 0.3967 0.5812 -0.3 -1.4 2.6 -0.200
N -0.3464 -0.3272 0.2765 -0.7 1.2 -2.5 -0.064
O 0.9593 1.9771 -2.5582 -0.1 -0.3 0.5 -0.337
O -0.2917 -2.3873 1.1897 -2.3 2.0 -0.4 -0.469
H -1.9513 -1.1134 1.3103 -0.4 -0.3 -0.1 0.312
```
Forces are in eV/Å.

Computed properties:
LUMO = -0.6742 eV
DFT total energy = -10652.0759 eV
total charge = 0
Kohn-Sham gap = 9.554 eV
HOMO level = -10.2 eV
SMILES string = O=C=N/N=N/C=O


# C4H6BrNO3

2 unconnected molecules or ions with the total composition C4H6BrNO3 in a non-equilibrium geometry (the ωB97M-V functional and the def2-TZVPD basis, OMol25).

XYZ file:
```
15
Properties=species:S:1:pos:R:3:forces:R:3:mulliken_charge:R:1
C 0.7560 1.2817 -0.0594 -2.5 2.6 -0.2 1.000
C -0.5527 1.7160 -0.6868 -0.1 -1.8 -1.2 -0.852
C -0.1596 -1.6043 1.2507 0.7 -0.7 3.3 -0.458
C 1.2667 0.0807 -0.4850 1.2 -2.7 -2.3 -0.754
N -0.9847 -1.5787 0.1424 -2.9 1.8 0.4 0.920
O -1.8819 -0.6915 0.1602 0.8 -0.7 0.9 -0.559
O 1.2770 1.9855 0.7717 1.3 0.7 1.4 -0.563
O -0.9522 -2.3468 -0.7651 1.3 -1.9 -1.2 -0.557
Br 3.0346 -0.2816 -0.2003 0.4 -0.3 0.3 -0.012
H -1.2802 0.9258 -0.3288 0.6 1.3 -1.2 0.190
H -0.9262 2.6639 -0.3888 0.2 0.9 0.6 0.338
H -0.3872 1.7497 -1.8066 -0.6 -0.4 1.1 0.279
H -0.1669 -0.6574 1.8906 0.1 -1.6 -1.2 0.356
H 0.1500 -2.6199 1.7270 -0.5 2.0 -1.4 0.271
H 0.8073 -0.6232 -1.2218 0.3 1.0 0.8 0.403
```
Forces are in eV/Å.

Computed properties:
LUMO (spin up / spin down) = -0.1818 / -2.9005 eV
DFT total energy = -81912.9172 eV
total charge = 0
Kohn-Sham gap (spin up / spin down) = 8.943 / 6.900 eV
HOMO level (spin up / spin down) = -9.1 / -9.8 eV
expectation value of S² = 2.027
multiplicity = 3


# C3H6OS

A single C3H6OS molecule in a non-equilibrium geometry (the ωB97M-V functional and the def2-TZVPD basis, OMol25).

XYZ file:
```
11
Properties=species:S:1:pos:R:3:forces:R:3:mulliken_charge:R:1
C -1.0254 0.4700 0.0514 1.8 -0.8 2.4 -0.887
C 0.4655 0.6150 -0.4116 -1.2 -0.7 -2.4 -0.269
C 1.4293 -0.4867 0.1112 1.0 1.1 2.7 -0.021
H -1.0824 -1.9088 0.6096 -0.9 1.1 -1.0 0.143
H -1.5780 1.2795 -0.3113 -1.0 1.0 -1.1 0.416
H -1.0960 0.6137 1.1218 0.1 0.1 0.4 0.350
H 0.2413 0.5732 -1.4879 1.0 -0.7 -0.2 0.264
H 0.8466 1.6642 -0.3586 -0.1 -0.9 1.0 0.353
H 1.7632 -0.2318 1.2147 -0.7 -0.1 -1.3 0.234
O 1.9310 -1.4943 -0.3152 -1.1 0.8 -1.0 -0.408
S -1.8950 -1.0941 -0.2243 1.1 -0.9 0.4 -0.176
```
Forces are in eV/Å.

Computed properties:
LUMO = 0.6203 eV
DFT total energy = -16089.6145 eV
total charge = 0
Kohn-Sham gap = 9.980 eV
HOMO level = -9.4 eV
SMILES string = O=CCCS


# C44H112Cl2F3KN15O11P5

A molecular structure, C44H112Cl2F3KN15O11P5 in a non-equilibrium geometry (the ωB97M-V functional and the def2-TZVPD basis, OMol25).

XYZ file:
```
193
Properties=species:S:1:pos:R:3:forces:R:3:mulliken_charge:R:1
K 8.1754 -19.0078 5.2631 0.1 -1.2 0.3 0.944
C 7.9779 -22.8068 4.9310 2.8 3.0 1.3 -0.236
O 7.5502 -22.2235 3.6491 -2.4 -0.3 0.4 -0.052
O 8.4905 -21.7710 5.7853 -2.2 -1.8 -1.5 -0.937
C 7.0776 -23.9171 5.5673 -0.2 0.9 -1.5 0.131
F 6.7236 -24.7954 4.6227 -0.4 -0.3 -1.3 -0.129
F 7.6886 -24.6507 6.4501 1.7 -0.4 1.4 0.335
F 5.9477 -23.5323 6.1440 -1.0 1.1 0.3 0.018
C 6.1221 -21.9561 3.4839 0.5 -0.4 -0.9 0.583
C 5.8936 -21.4524 2.0693 0.7 0.3 0.6 -0.789
H 6.1748 -22.2607 1.3943 0.0 0.3 -0.3 -0.072
H 4.8607 -21.1347 1.9274 -0.1 -0.1 -0.1 0.493
H 6.5422 -20.5820 1.9695 0.1 0.0 -0.6 -0.039
H 5.7286 -21.1954 4.1581 0.2 -0.2 0.6 0.276
H 5.5055 -22.8550 3.4852 0.2 -0.3 1.0 -0.515
H 8.8380 -23.3739 4.5749 0.1 -0.5 0.0 0.039
Cl 1.8921 -23.8881 8.9460 0.5 -0.5 0.4 -0.172
C 1.7385 -22.7610 7.6210 -0.8 0.3 -1.2 -0.577
C 2.6440 -23.0658 6.3974 0.5 -0.6 0.6 0.501
Cl 2.6576 -21.7603 5.2222 -0.1 0.9 -0.4 -0.135
H 1.7928 -21.7477 8.0192 0.7 0.0 -0.2 0.318
H 0.6915 -22.8416 7.3290 0.1 -0.1 -0.4 0.381
H 2.3627 -23.9180 5.7789 -0.5 -0.2 0.6 0.114
H 3.7024 -23.2187 6.6083 -0.2 0.0 0.6 -0.438
O 6.1816 -18.3093 -3.2653 0.2 -0.8 -0.3 -0.786
P 6.6576 -19.4877 -2.5378 -0.4 -0.1 2.8 0.347
N 8.0902 -20.2145 -3.2915 -0.4 1.7 0.2 0.303
C 8.7735 -21.3600 -2.7745 -0.5 -0.7 0.4 -0.871
C 8.4464 -19.8189 -4.6534 -0.1 -0.1 -0.8 -0.977
N 5.5932 -20.8429 -2.5070 1.3 0.3 -0.5 0.458
C 4.6547 -21.0309 -3.6079 -0.8 0.5 0.2 -0.942
C 5.8439 -22.0628 -1.7342 0.7 0.2 0.6 -1.233
N 6.9538 -19.2844 -0.8431 1.1 -0.1 -0.6 0.852
C 5.8561 -18.7242 0.0469 0.5 -0.1 -1.2 -1.434
C 8.2826 -18.7315 -0.3817 -0.5 -0.1 -0.8 -0.958
H 8.7936 -21.4180 -1.6863 0.1 0.4 0.0 0.221
H 9.7663 -21.5177 -3.1959 -0.2 0.2 -0.1 0.405
H 8.1073 -22.1682 -3.0764 0.3 -0.8 -0.1 0.343
H 8.4234 -20.6693 -5.3349 -0.2 -0.4 0.2 0.396
H 9.4826 -19.4920 -4.7398 0.2 0.2 0.6 0.387
H 7.8301 -19.0426 -5.1069 -0.2 0.0 0.7 0.338
H 3.7812 -21.4780 -3.1332 -0.3 0.1 -0.2 0.334
H 4.4035 -20.0684 -4.0535 -0.1 0.0 0.2 0.341
H 4.9265 -21.6932 -4.4298 0.7 -0.3 0.2 0.361
H 4.9623 -22.4281 -1.2075 -0.4 0.0 -0.6 0.695
H 6.3008 -22.8237 -2.3669 -0.4 -0.3 -0.2 0.279
H 6.5452 -21.9470 -0.9078 0.1 0.7 -0.2 0.170
H 4.9734 -19.3637 0.0490 0.1 0.1 0.0 0.361
H 6.2621 -18.6311 1.0542 0.0 -0.3 -0.1 0.388
H 5.6088 -17.7161 -0.2857 -0.2 0.0 -0.1 0.452
H 9.1137 -19.1000 -0.9830 -0.1 -0.1 -0.2 0.434
H 8.5142 -19.0029 0.6483 -0.4 -0.4 0.0 -0.011
H 8.3061 -17.6424 -0.4210 -0.1 0.1 -0.2 0.395
O 4.8554 -29.9775 6.7347 1.4 2.2 1.4 -0.915
P 5.4188 -28.9290 7.6808 -1.0 0.2 0.4 0.521
N 4.9609 -29.1291 9.3185 -0.3 0.5 -0.9 0.306
C 3.5622 -28.8821 9.6836 0.5 0.7 -0.5 -1.250
C 5.6619 -29.8001 10.3964 1.6 -0.2 -0.6 -0.969
N 4.8802 -27.3127 7.2921 0.0 -1.7 3.7 0.448
C 5.1302 -26.1228 8.1665 -0.5 -1.5 -1.1 -0.863
C 4.7667 -27.0373 5.9188 0.3 -0.5 -0.6 -0.885
N 7.1210 -28.8474 7.7095 -2.3 0.1 1.7 0.334
C 7.7749 -29.4537 6.6395 0.8 -0.6 -1.9 -0.568
C 7.8701 -28.0152 8.6113 -0.7 0.0 1.0 -0.814
H 3.0402 -28.4065 8.8533 -0.1 -0.3 0.0 0.342
H 3.5931 -28.1346 10.4763 -0.4 -0.1 0.4 0.405
H 3.0577 -29.7918 10.0094 -0.1 0.0 -0.1 0.392
H 6.6542 -29.3681 10.5257 0.0 0.3 0.3 0.303
H 5.9291 -30.8370 10.1928 -0.6 -0.4 -0.1 0.304
H 5.1322 -29.7297 11.3464 -0.1 0.1 -0.2 0.372
H 5.7953 -25.4271 7.6549 0.1 0.0 0.2 0.074
H 4.1355 -25.6838 8.2438 0.2 0.5 0.6 0.190
H 5.5477 -26.4484 9.1192 -0.2 0.3 0.0 0.384
H 5.8106 -27.0756 5.6077 -0.1 0.3 -1.5 -0.022
H 4.1253 -27.8213 5.5160 0.3 0.2 -0.8 0.483
H 4.3377 -26.0524 5.7344 -0.1 0.1 0.0 0.077
H 8.8557 -29.3370 6.7186 0.1 -0.6 0.5 -0.105
H 7.3890 -30.4659 6.5189 0.6 -0.3 -0.1 0.411
H 7.5910 -28.9760 5.6772 -0.3 0.3 -0.4 0.119
H 7.3497 -27.8739 9.5585 -0.6 0.2 -0.2 0.283
H 8.0491 -27.0071 8.2374 0.6 0.0 -0.2 -0.137
H 8.7211 -28.5662 9.0119 0.7 0.3 -0.7 0.517
O 3.1656 -27.9119 3.0785 1.0 1.0 -1.2 -0.878
P 3.7175 -27.2636 1.8451 0.3 0.4 0.4 0.337
N 3.2753 -28.0553 0.3655 0.2 0.7 -0.2 0.249
C 3.6538 -29.4819 0.1451 0.7 0.6 0.3 -1.035
C 1.8895 -27.8515 -0.0897 -0.4 -0.6 1.0 -1.100
N 5.4363 -27.1908 1.7570 -1.5 -0.6 -0.3 0.607
C 6.3537 -27.6324 2.7529 -1.3 -1.1 1.1 -0.976
C 6.1381 -26.5914 0.6630 -1.4 -0.2 -0.4 -0.924
N 3.1884 -25.5912 1.7367 -0.1 0.3 -1.6 0.493
C 3.3211 -24.7622 0.4555 0.2 -0.9 1.3 -1.133
C 2.6846 -24.7466 2.9019 0.6 -2.5 -0.6 -0.937
H 4.7209 -29.6624 0.2749 0.1 0.3 0.5 0.284
H 3.5140 -29.7774 -0.8947 -0.5 0.3 -0.1 0.385
H 3.1082 -30.1686 0.7924 -0.1 0.1 0.1 0.367
H 1.6632 -28.1849 -1.1025 0.8 0.4 -0.4 0.327
H 1.5481 -26.8325 0.0924 0.1 -0.1 -0.1 0.318
H 1.2623 -28.5377 0.4794 -0.4 0.2 0.4 0.387
H 7.0935 -28.2895 2.2956 0.4 0.3 0.1 0.376
H 6.7564 -26.7938 3.3209 0.4 -0.2 0.0 0.138
H 5.7572 -28.2725 3.4029 0.3 0.0 0.6 0.313
H 6.9761 -27.2157 0.3528 0.2 0.1 0.1 0.414
H 5.4007 -26.6267 -0.1389 0.4 0.7 -0.6 0.368
H 6.4620 -25.5991 0.9768 0.3 0.3 -0.5 -0.080
H 2.3831 -24.2499 0.2414 -0.1 0.1 0.1 0.575
H 4.1274 -24.0354 0.5536 0.0 0.4 0.3 -0.014
H 3.5987 -25.3106 -0.4447 -0.2 -0.6 0.3 0.483
H 1.9447 -24.0389 2.5281 0.2 0.1 0.2 0.379
H 3.4856 -24.3410 3.5199 0.3 0.7 -0.6 -0.006
H 2.2440 -25.4453 3.6131 -0.5 -0.1 -0.2 0.440
O 12.5755 -28.4047 3.5567 -1.0 -0.3 0.1 -0.882
P 12.3366 -28.5495 5.0036 -0.4 0.5 2.9 0.384
N 11.4093 -27.2262 5.6978 0.8 -0.8 -0.6 0.505
C 11.3197 -26.8560 7.1245 0.3 0.0 -1.2 -0.787
C 10.5246 -26.4537 4.8446 -0.4 -1.0 -0.3 -1.145
N 13.7491 -28.4532 5.9226 0.8 -0.4 1.4 0.249
C 14.7013 -29.5663 6.1016 -1.3 -1.1 -1.1 -0.835
C 14.4287 -27.1719 6.2167 -1.1 -0.5 -1.0 -0.861
N 11.5424 -30.0022 5.5429 1.4 2.6 -2.1 0.268
C 11.6185 -30.5257 6.8621 0.0 -0.1 0.6 -1.205
C 10.5844 -30.5982 4.6241 0.6 -0.8 0.5 -0.981
H 10.2936 -26.7744 7.4831 -0.2 -0.4 -0.1 -0.242
H 11.7116 -25.8398 7.1677 0.2 0.2 0.5 0.416
H 11.8969 -27.5289 7.7587 0.0 0.1 -0.1 0.419
H 9.4832 -26.7495 4.9719 -0.4 -0.1 0.4 0.253
H 10.7037 -26.7408 3.8085 0.4 0.6 -0.1 0.411
H 10.5304 -25.3800 5.0326 0.5 0.2 -0.1 0.312
H 14.0649 -30.4335 6.2779 0.5 -0.3 0.3 0.220
H 15.2866 -29.8261 5.2196 -0.1 0.3 -0.5 0.321
H 15.4722 -29.4561 6.8643 -0.7 0.4 0.5 0.356
H 15.3119 -27.3872 6.8181 -0.2 0.2 -0.1 0.406
H 14.7004 -26.7746 5.2387 0.4 0.7 0.3 0.294
H 13.7296 -26.5276 6.7497 0.4 0.3 -0.1 0.133
H 10.6066 -30.6802 7.2366 0.0 -0.4 0.2 0.419
H 12.2034 -31.4454 6.8470 -0.3 -0.4 0.3 0.364
H 12.1168 -29.8710 7.5770 0.0 0.2 -0.3 0.335
H 10.8415 -30.3347 3.5981 -0.3 0.1 0.1 0.325
H 9.5443 -30.4162 4.8942 -0.1 0.5 -0.2 0.147
H 10.6915 -31.6778 4.7297 0.1 -0.3 -0.3 0.414
O 9.3511 -23.3361 12.2680 -1.2 1.7 -0.9 -0.832
P 8.9322 -22.4592 11.1192 -0.7 -0.6 -1.4 0.219
N 10.0025 -22.6545 9.8081 -2.4 -0.8 -1.2 0.522
C 9.8529 -23.8815 8.9230 0.3 1.4 0.0 -0.963
C 11.2401 -21.9226 9.6624 0.6 -0.6 0.7 -1.149
N 8.9036 -20.7696 11.3734 0.5 -0.8 0.2 0.162
C 8.6622 -19.8303 10.2761 -0.7 -0.7 1.0 -0.790
C 9.6771 -20.2326 12.4955 -0.2 -0.4 0.2 -1.062
N 7.3257 -22.8048 10.4592 0.2 0.6 2.1 0.424
C 6.2307 -23.3175 11.3999 1.6 -0.2 -0.8 -0.920
C 6.8289 -22.6274 9.0643 1.8 -0.9 1.1 -0.766
H 9.1545 -23.7325 8.0996 -0.3 0.3 0.2 0.218
H 9.5689 -24.7975 9.4411 0.3 0.1 0.3 0.399
H 10.7938 -23.9803 8.3816 0.2 -0.4 0.4 0.103
H 11.8990 -22.3210 10.4338 0.6 0.3 0.0 0.392
H 11.2110 -20.8382 9.7692 -0.5 0.0 0.1 0.321
H 11.7154 -22.1244 8.7024 -0.2 -0.1 -0.1 0.313
H 9.5791 -19.6131 9.7281 -0.1 0.2 -0.3 0.232
H 7.8612 -20.2237 9.6502 0.3 0.0 -0.2 0.109
H 8.2376 -18.9502 10.7591 0.2 0.4 -0.3 0.518
H 9.1511 -20.4576 13.4233 0.2 0.0 0.1 0.283
H 10.6757 -20.6677 12.5339 0.1 0.1 0.2 0.318
H 9.7688 -19.1483 12.4321 0.0 0.0 -0.2 0.437
H 5.9584 -24.3114 11.0449 -0.3 -0.1 -0.1 0.154
H 6.5848 -23.4640 12.4203 0.4 0.2 -0.1 0.335
H 5.3351 -22.6986 11.4552 0.2 0.3 -0.4 0.343
H 7.1354 -23.5778 8.6273 -0.9 0.1 -0.8 -0.110
H 7.3874 -21.8555 8.5347 -0.2 0.0 -0.1 0.150
H 5.7524 -22.4565 9.0541 0.1 0.0 0.0 0.493
O 1.0736 -19.2388 1.7236 2.9 2.0 3.5 -0.638
C 1.7825 -18.8523 2.6956 -2.2 -2.7 -4.5 0.452
O 3.1552 -18.7018 2.5354 -0.5 0.5 1.2 -0.305
C 3.7286 -18.5520 3.8701 -1.2 -0.6 0.9 0.479
C 2.5285 -18.1985 4.7687 0.8 1.6 0.7 -0.720
C 1.3466 -18.8263 4.1368 0.6 0.1 -1.2 -0.099
H 4.5026 -17.7924 3.9806 0.0 0.0 -0.7 0.366
H 4.0829 -19.5178 4.2303 0.4 -0.2 -0.5 -0.396
H 2.4094 -17.1166 4.7111 0.0 0.2 0.1 0.342
H 2.6586 -18.4350 5.8248 0.2 -0.2 -0.1 0.321
H 0.4199 -18.2588 4.2217 -0.1 -0.6 0.2 0.357
H 1.3494 -19.8872 4.3873 -0.9 0.1 0.2 -0.011
O 14.0096 -21.0130 1.5802 -2.9 0.7 1.2 -0.596
C 12.8461 -20.8243 1.9399 3.1 -0.6 -1.1 0.427
O 11.8608 -21.6439 1.5335 0.2 -0.1 -0.6 -0.359
C 10.6028 -21.1560 1.9506 -0.5 -1.0 1.2 0.242
C 10.8044 -19.7590 2.3899 -1.0 1.8 -0.4 0.101
C 12.2507 -19.7146 2.7933 0.8 0.6 -0.3 -0.491
H 10.3491 -21.6227 2.9024 -0.5 -1.0 -0.4 -0.041
H 9.8649 -21.3156 1.1644 0.0 -0.1 0.2 0.151
H 10.0685 -19.4840 3.1456 0.2 -0.2 0.4 -0.188
H 10.5444 -19.0682 1.5879 0.6 0.3 -0.3 0.166
H 12.4737 -19.8901 3.8457 -0.2 -0.3 0.0 0.278
H 12.7335 -18.7688 2.5474 0.1 -0.1 0.0 0.312
```
Forces are in eV/Å.

Computed properties:
LUMO (spin up / spin down) = -3.4255 / -7.1697 eV
DFT total energy = -188279.0091 eV
total charge = +1
Kohn-Sham gap (spin up / spin down) = 5.494 / 1.750 eV
HOMO level (spin up / spin down) = -8.9 / -8.9 eV
expectation value of S² = 0.761
multiplicity = 2